The ion C4H8O3P with charge +1 in a non-equilibrium geometry. Source: the Open Molecules 2025 dataset; level of theory: wB97M-V/def2-TZVPD.

**Relative energy (zero: lowest compared OMol25 entry of this formula, charge and spin)**: 27.1 kcal/mol
**Spin multiplicity**: 3
**Net charge**: +1
**LUMO level (spin up / spin down)**: -4.649 / -9.429 eV
**Strongest force on any atom**: 10.52 eV/A
**⟨S²⟩**: 2.016
**Kohn-Sham gap (spin up / spin down)**: 6.916 / 4.443 eV

Positions of all 16 atoms, in Å:
1 P 0.592 -0.479 0.683
2 O 1.948 0.429 -0.234
3 O -3.196 -0.698 -0.204
4 O -0.690 0.040 -0.280
5 C 2.851 1.064 0.250
6 C 0.731 -2.102 -0.096
7 C -1.600 1.067 0.005
8 C -2.983 0.478 -0.247
9 H 0.376 -2.324 -1.086
10 H -1.540 2.094 -0.549
11 H -1.573 1.419 1.009
12 H 3.068 1.027 1.270
13 H 1.906 -2.068 -0.059
14 H 3.392 1.725 -0.380
15 H -3.698 1.229 -0.665
16 H 0.415 -2.900 0.581